10
Properties=species:S:1:pos:R:3:forces:R:3:lowdin_charge:R:1 method="wB97M-V/def2-TZVPD" total_charge=0 spin_multiplicity=1 fmax_ev_per_a=3.88 smiles="O=C=NO.O=CO" molar_mass_g_mol=105.05 lumo_energy_ev=0.233 relative_energy_ev=3.511 energy_ha=-433.63454 e_homo_ha=-0.355
O -0.1050 3.1991 2.2053 -0.1 0.4 1.1 0.1570
C 0.3248 2.5321 1.3590 0.1 -0.4 -1.1 -0.3090
N 0.5466 2.0424 0.2757 -0.4 -0.3 -0.7 0.0493
O 1.4348 1.1107 -0.1978 1.1 0.5 1.1 -0.0125
H 0.9463 0.5160 -0.7671 -0.8 -0.2 -0.4 0.0385
O 0.0809 -0.9244 -1.5753 -0.5 -1.3 0.7 0.0724
C -0.3572 -1.8701 -0.9605 -1.3 3.5 0.9 -0.2832
O -1.3881 -1.6928 -0.0499 0.6 0.5 -0.4 0.0492
H -0.0908 -2.8487 -1.1443 0.7 -2.4 -0.3 0.1127
H -1.3925 -2.0642 0.8550 0.5 -0.3 -1.0 0.1255